Entry w
Formula: C6H7Cl
Source: the OMol25 dataset
Level of theory: wB97M-V/def2-TZVPD

Its HOMO energy (spin up / spin down) is -7.97 / -7.57 eV. The calculation puts the molar mass at 114.57 g/mol. For the lowest unoccupied orbital energy (spin up / spin down), the calculation gives -0.218 / 0.239 eV.

Cartesian coordinates (Å):
1 C -1.05 1.02 0.35
2 C -1.33 -0.28 0.68
3 C 0.33 1.39 -0.15
4 C 0.46 -1.09 -0.76
5 C -0.42 -1.25 0.43
6 C 1.24 0.19 -0.53
7 Cl 2.93 0.04 0.25
8 H -1.79 1.77 0.43
9 H -2.24 -0.61 1.32
10 H 0.39 2.13 -1.00
11 H 0.78 1.98 0.60
12 H 1.09 -1.98 -0.81
13 H -0.18 -1.12 -1.74
14 H -0.22 -2.19 0.92

Mulliken population analysis, charges in e, atoms 1 to 5:
1 C -0.50
2 C -0.20
3 C -0.46
4 C -0.51
5 C -0.45

Entry x
Formula: C6H7Cl
Source: the OMol25 dataset
Level of theory: wB97M-V/def2-TZVPD

Its HOMO energy is -8.90 eV. The calculation puts the molar mass at 114.57 g/mol. For the lowest unoccupied orbital energy, the calculation gives -0.953 eV.

Cartesian coordinates (Å):
1 C 0.98 0.22 -0.54
2 C 2.73 -0.63 -0.64
3 C 0.32 -1.01 0.15
4 C -1.18 -0.52 0.54
5 C -1.43 0.80 -0.15
6 C 0.00 1.22 -0.55
7 Cl 4.01 0.28 -0.13
8 H 0.33 -1.99 -0.39
9 H 0.89 -1.07 1.20
10 H -1.90 -1.20 0.37
11 H -1.17 -0.54 1.60
12 H -1.93 0.57 -1.04
13 H -1.85 1.61 0.43
14 H 0.21 2.28 -0.86

Mulliken population analysis, charges in e, atoms 1 to 5:
1 C -0.10
2 C 0.01
3 C -0.47
4 C -0.94
5 C -0.45

Least stable structure: entry x

Entry w
Formula: C5H12N3O
Source: the OMol25 dataset
Level of theory: wB97M-V/def2-TZVPD

As for the structure (SMILES): C=N/C(=N/[NH+](C)C)OC. As for the total charge: +1. Its HOMO energy is -12.85 eV. The calculation puts the molar mass at 130.17 g/mol. For the lowest unoccupied orbital energy, the calculation gives -4.057 eV.

Cartesian coordinates (Å):
1 C 2.03 0.53 2.60
2 N 1.75 0.21 1.40
3 C 0.77 0.39 0.53
4 N -0.62 -0.39 0.79
5 N -1.34 -0.48 -0.45
6 C -2.76 -0.86 -0.09
7 C -0.83 -1.62 -1.32
8 O 0.93 0.91 -0.68
9 C 1.96 1.86 -0.92
10 H 2.88 0.09 3.02
11 H 1.43 1.14 3.27
12 H -1.35 0.41 -0.92
13 H -2.79 -0.79 0.99
14 H -3.48 -0.26 -0.61
15 H -2.95 -1.94 -0.35
16 H -1.65 -1.60 -2.04
17 H 0.06 -1.38 -1.83
18 H -0.82 -2.60 -0.70
19 H 2.10 2.08 -1.97
20 H 3.02 1.53 -0.44
21 H 1.68 2.78 -0.28

Mulliken population analysis, charges in e, atoms 1 to 5:
1 C -0.18
2 N -0.22
3 C 0.51
4 N -0.74
5 N 0.39

Entry x
Formula: C5H12N3O
Source: the OMol25 dataset
Level of theory: wB97M-V/def2-TZVPD

As for the structure (SMILES): CC1=N[C@H](C)[N@@H+](C)N1O. As for the total charge: +1. Its HOMO energy is -14.16 eV. The calculation puts the molar mass at 130.17 g/mol. For the lowest unoccupied orbital energy, the calculation gives -2.856 eV.

Cartesian coordinates (Å):
1 C 0.88 -2.46 0.80
2 C 0.29 -1.26 0.35
3 N -0.69 -1.14 -0.39
4 C -1.09 0.14 -0.74
5 C -0.93 0.34 -2.19
6 N -0.04 1.02 0.08
7 C -0.63 1.80 1.17
8 N 0.86 0.12 0.78
9 O 2.16 0.21 0.43
10 H 0.14 -3.20 1.01
11 H 1.38 -2.28 1.77
12 H 1.64 -2.70 0.12
13 H -2.07 0.32 -0.35
14 H -1.16 -0.65 -2.79
15 H 0.17 0.70 -2.43
16 H -1.78 1.05 -2.62
17 H 0.35 1.71 -0.61
18 H -1.01 0.98 1.84
19 H 0.09 2.34 1.74
20 H -1.36 2.68 0.80
21 H 2.79 0.27 1.24

Mulliken population analysis, charges in e, atoms 1 to 5:
1 C -1.18
2 C 0.61
3 N -0.45
4 C 0.36
5 C -1.27

Least stable structure: entry w

Entry w
Formula: C2H6OS2
Source: the OMol25 dataset
Level of theory: wB97M-V/def2-TZVPD

As for the structure (SMILES): C=CO.SS. Its HOMO energy is -8.98 eV. The calculation puts the molar mass at 110.20 g/mol. For the lowest unoccupied orbital energy, the calculation gives 0.155 eV.

Cartesian coordinates (Å):
1 C -1.63 0.15 -0.05
2 C -0.88 -0.68 -0.76
3 O -1.37 -0.95 -2.02
4 H -1.23 0.65 0.83
5 H -2.57 0.60 -0.34
6 H -0.04 -1.22 -0.35
7 H -1.43 -1.82 -2.43
8 S 2.10 1.53 0.43
9 S 1.70 0.11 1.95
10 H 3.09 0.86 -0.21
11 H 2.26 0.79 2.94

Mulliken population analysis, charges in e, atoms 1 to 5:
1 C -0.59
2 C 0.10
3 O -0.53
4 H 0.17
5 H 0.25

Entry x
Formula: C2H6OS2
Source: the OMol25 dataset
Level of theory: wB97M-V/def2-TZVPD

As for the structure (SMILES): C=CO.SS. Its HOMO energy is -8.67 eV. The calculation puts the molar mass at 110.20 g/mol. For the lowest unoccupied orbital energy, the calculation gives 0.111 eV.

Cartesian coordinates (Å):
1 C -2.55 3.18 2.09
2 C -2.66 1.84 2.00
3 O -3.84 1.23 2.19
4 H -1.72 3.71 1.63
5 H -3.04 3.61 2.95
6 H -1.83 1.18 1.77
7 H -4.46 1.97 2.30
8 S 1.99 -0.42 -1.42
9 S 2.40 -2.49 -1.42
10 H 1.11 -0.30 -2.42
11 H 1.39 -2.80 -2.24

Mulliken population analysis, charges in e, atoms 1 to 5:
1 C -0.85
2 C 0.15
3 O -0.49
4 H 0.24
5 H 0.26

Least stable structure: entry x